{
  "formula": "C39H102N12O15",
  "method": "wB97M-V/def2-TZVPD",
  "e_homo_ev": -8.091,
  "e_lumo_ev": 0.06,
  "smiles": "COCCNCCOC.COCCNCCOC.COCCNCCOC.COCCNCCOC.COCCNCCOC.COCCNCCOC.NC(N)=O.NC(N)=O.NC(N)=O",
  "elements": ["C", "O", "N", "N", "H", "H", "H", "H", "C", "O", "N", "N", "H", "H", "H", "H", "C", "O", "N", "N", "H", "H", "H", "H", "C", "O", "C", "C", "N", "C", "C", "O", "C", "H", "H", "H", "H", "H", "H", "H", "H", "H", "H", "H", "H", "H", "H", "H", "C", "O", "C", "C", "N", "C", "C", "O", "C", "H", "H", "H", "H", "H", "H", "H", "H", "H", "H", "H", "H", "H", "H", "H", "C", "O", "C", "C", "N", "C", "C", "O", "C", "H", "H", "H", "H", "H", "H", "H", "H", "H", "H", "H", "H", "H", "H", "H", "C", "O", "C", "C", "N", "C", "C", "O", "C", "H", "H", "H", "H", "H", "H", "H", "H", "H", "H", "H", "H", "H", "H", "H", "C", "O", "C", "C", "N", "C", "C", "O", "C", "H", "H", "H", "H", "H", "H", "H", "H", "H", "H", "H", "H", "H", "H", "H", "C", "O", "C", "C", "N", "C", "C", "O", "C", "H", "H", "H", "H", "H", "H", "H", "H", "H", "H", "H", "H", "H", "H", "H"],
  "xyz": [[-7.228456, -2.428715, -2.417164], [-8.271562, -2.685886, -1.785964], [-7.053331, -1.316605, -3.060577], [-6.174911, -3.152724, -2.383078], [-6.319052, -1.253015, -3.751145], [-7.878457, -0.736379, -3.009526], [-6.228939, -3.757880, -1.576249], [-5.246177, -2.858274, -2.649251], [2.680607, -3.189170, 1.871307], [2.144286, -3.654488, 2.855619], [3.938828, -3.255195, 1.586055], [2.043361, -2.481268, 0.956632], [4.443782, -2.611144, 0.994176], [4.503320, -3.917034, 2.099284], [1.047700, -2.385409, 1.096550], [2.558731, -2.234406, 0.123835], [5.148926, 4.780678, 1.177824], [4.919854, 5.268562, 0.105061], [5.001530, 3.533837, 1.509668], [5.429160, 5.542744, 2.214776], [4.571192, 2.946782, 0.809467], [5.221599, 3.264648, 2.457934], [5.509606, 5.047060, 3.091085], [5.095821, 6.495662, 2.245566], [-4.316992, -5.272249, -5.876847], [-2.920424, -5.042462, -6.063262], [-2.550683, -3.641061, -5.935182], [-1.134711, -3.530481, -5.336235], [-0.365945, -2.703142, -6.279710], [0.935613, -2.333474, -5.716076], [1.769266, -1.477094, -6.718037], [2.846925, -0.868769, -5.991888], [3.858351, -0.447514, -6.934091], [-4.812752, -4.777923, -6.712289], [-4.849176, -4.821728, -5.039039], [-4.479620, -6.350041, -5.880941], [-3.279550, -3.153929, -5.287443], [-2.689563, -3.145894, -6.896228], [-0.779426, -4.513817, -5.028152], [-1.079608, -2.898761, -4.449672], [-0.138357, -3.306124, -7.057342], [1.408018, -3.232454, -5.320141], [0.863495, -1.763434, -4.789817], [1.176736, -0.672276, -7.153091], [2.088923, -2.057144, -7.583761], [3.381518, 0.294304, -7.574733], [4.158989, -1.325173, -7.506312], [4.643838, 0.136708, -6.454725], [-5.917480, 6.794246, 2.477954], [-4.751159, 6.624708, 1.794141], [-4.850005, 6.744921, 0.372778], [-3.501534, 6.531501, -0.387508], [-3.322309, 5.003023, -0.459490], [-2.022208, 4.713828, -1.159698], [-2.164942, 3.484098, -2.110634], [-2.314624, 3.804854, -3.499369], [-2.493420, 2.667444, -4.299584], [-5.986554, 6.212147, 3.396910], [-6.828541, 6.538459, 1.936984], [-6.018206, 7.835354, 2.784617], [-5.100379, 7.770761, 0.102489], [-5.643667, 6.062853, 0.067861], [-2.645117, 6.984902, 0.111577], [-3.716378, 7.032368, -1.331465], [-3.386251, 4.634355, 0.478642], [-1.347127, 4.430226, -0.352269], [-1.600627, 5.513892, -1.768189], [-3.026891, 2.887789, -1.811370], [-1.219832, 2.952764, -1.998546], [-3.349464, 2.062006, -4.001675], [-1.666685, 1.963149, -4.392177], [-2.751268, 2.946759, -5.321149], [1.884834, 2.127380, -1.197409], [0.894130, 1.186295, -0.849780], [0.802995, 0.899986, 0.620925], [-0.490638, 0.070677, 0.805068], [-0.491128, -1.234105, 0.136135], [-1.768317, -1.825588, 0.079394], [-2.604214, -1.286106, -1.145906], [-1.984430, -1.683191, -2.340592], [-1.316158, -0.647974, -2.965474], [2.806346, 1.953880, -0.641704], [1.498899, 3.054788, -0.774241], [2.212587, 2.120530, -2.236938], [0.819244, 1.771751, 1.275047], [1.689922, 0.378764, 0.981173], [-1.245292, 0.838683, 0.635502], [-0.735419, -0.141517, 1.845816], [-0.398207, -0.922756, -0.820167], [-2.227800, -1.850734, 1.067507], [-1.489900, -2.853231, -0.154115], [-2.944333, -0.250568, -1.137084], [-3.586852, -1.731495, -0.990485], [-1.172948, -0.914864, -4.012538], [-0.370940, -0.393323, -2.486080], [-1.901176, 0.271511, -2.945505], [-7.716431, -0.235850, 3.792888], [-6.677188, -1.053137, 4.353566], [-5.627313, -1.056611, 3.398968], [-4.446687, -1.920305, 3.890938], [-4.767715, -3.359187, 4.022649], [-3.930160, -4.090283, 4.928580], [-2.538001, -4.249845, 4.423282], [-2.346172, -5.130525, 3.269463], [-0.899229, -5.116165, 2.883217], [-7.298912, 0.705430, 3.435446], [-8.572490, -0.124487, 4.458365], [-7.986973, -0.707471, 2.848171], [-5.276009, -0.067266, 3.105929], [-5.933253, -1.544343, 2.473439], [-4.291118, -1.677041, 4.941998], [-3.635378, -1.557364, 3.259948], [-5.681682, -3.660375, 3.715982], [-4.306852, -5.085608, 5.164234], [-3.943418, -3.525315, 5.860641], [-2.000988, -4.774909, 5.213230], [-2.206145, -3.225856, 4.251715], [-0.244591, -5.313744, 3.732036], [-0.683436, -4.135528, 2.459073], [-0.610711, -5.892994, 2.175125], [4.765605, -0.386173, -0.319770], [5.093215, -1.728722, -0.300722], [5.120278, -2.444336, -1.613976], [6.222905, -1.957187, -2.618712], [7.485592, -1.632985, -1.872631], [8.722800, -1.296730, -2.635676], [9.276639, -2.598817, -3.317669], [10.306599, -2.276527, -4.176533], [11.279366, -3.302095, -4.334229], [3.856135, -0.174864, -0.882191], [5.628199, 0.165011, -0.694234], [4.470801, 0.115869, 0.601724], [4.109033, -2.612042, -1.984594], [5.333058, -3.477333, -1.338769], [5.904132, -1.030439, -3.095816], [6.467575, -2.808096, -3.254470], [7.426918, -1.279457, -0.928348], [9.489734, -1.067216, -1.895923], [8.592740, -0.422625, -3.273747], [8.461254, -3.045692, -3.886462], [9.422577, -3.366251, -2.557510], [11.846562, -3.619561, -3.459240], [12.029578, -3.197409, -5.118018], [10.871311, -4.260747, -4.654503], [2.590805, -0.283061, 4.211456], [2.448447, -0.318620, 5.625309], [1.443110, 0.289018, 6.307822], [1.322076, 1.872305, 6.258641], [0.368216, 2.376890, 5.320282], [0.288565, 3.817656, 5.420574], [-0.439784, 4.236214, 6.661906], [-0.266147, 5.680113, 6.767430], [-1.416866, 6.240043, 7.489790], [1.671407, -0.470129, 3.656636], [3.381751, -0.853947, 3.725062], [2.739197, 0.741687, 3.870929], [1.686100, 0.136741, 7.359422], [0.444016, -0.142065, 6.243973], [2.272488, 2.324585, 5.975328], [1.115869, 2.126075, 7.298438], [-0.542816, 2.060756, 5.620587], [-0.182606, 4.121035, 4.485660], [1.276252, 4.266642, 5.525333], [-0.100115, 3.954100, 7.658469], [-1.444719, 3.851183, 6.488804], [-1.233458, 6.041180, 8.545686], [-2.397023, 5.912235, 7.143456], [-1.435339, 7.328917, 7.535896]],
  "forces_ev_per_a": [[-4.0, 0.5, 2.3], [0.9, 0.1, -0.6], [-0.6, 3.4, -1.9], [3.8, -4.5, 1.2], [-0.5, 0.5, 0.1], [0.4, 0.3, -0.8], [0.4, -0.5, -0.3], [-0.3, 0.2, 0.1], [-1.6, 0.2, 0.9], [-0.6, -0.9, 0.9], [5.0, -1.7, 0.5], [-1.6, 1.1, -1.0], [-0.3, -0.1, -0.2], [-0.2, 0.3, 0.2], [0.1, 0.5, -0.8], [-0.8, 0.1, 0.0], [-1.1, 2.3, -0.9], [-0.3, 0.1, -2.3], [-0.1, -3.8, 0.1], [1.3, 1.7, 3.2], [0.4, -0.3, 0.5], [-0.4, -0.6, -0.6], [-0.1, 0.8, 0.1], [0.3, -0.3, -0.2], [0.2, 0.4, -1.3], [-0.1, 0.7, 1.2], [-0.7, -1.3, 0.8], [-0.7, 1.6, -0.6], [0.9, -0.5, 0.2], [0.3, 0.5, -0.2], [-0.3, -0.1, 1.3], [0.6, -0.5, -0.7], [-1.4, 0.4, 0.4], [-0.4, -0.4, -0.5], [0.8, 0.0, 0.8], [0.0, 0.2, -0.1], [-0.1, 0.0, 0.3], [0.6, 0.0, -0.2], [0.4, -0.2, -0.5], [-0.7, -0.4, 0.4], [-0.1, 0.0, -0.6], [0.9, -0.2, -0.5], [-0.6, 0.5, -0.1], [-0.5, 0.0, 0.2], [0.5, -0.4, 0.1], [0.0, -0.1, -0.6], [0.5, 0.2, 0.0], [0.2, -0.7, 0.4], [-1.6, 0.8, 1.0], [1.9, -0.9, -1.0], [0.9, 0.9, 0.4], [-2.0, -2.6, 1.7], [0.6, 2.9, -2.3], [-1.5, -1.8, 0.4], [0.6, 0.5, 0.0], [0.1, 0.3, 0.3], [-0.7, -0.3, -0.6], [0.6, -0.3, 0.0], [0.0, -0.1, -0.5], [-0.2, 0.3, 0.0], [-0.6, 0.3, 0.2], [0.2, -0.1, -0.6], [-0.1, 0.3, 0.1], [0.5, -0.7, -0.4], [0.5, 0.1, 0.1], [0.7, 0.0, -0.4], [-0.3, 0.4, 0.4], [0.1, -0.2, 0.3], [0.0, -0.6, 0.0], [-0.3, -0.1, 0.5], [0.6, 0.3, 0.4], [0.2, 0.5, 0.0], [0.1, 0.3, 1.7], [-0.2, -1.2, 1.5], [0.0, -0.9, -1.1], [0.7, 0.8, 1.5], [1.2, 3.1, -0.5], [-0.9, -0.7, -0.9], [-1.0, -1.2, 2.3], [-0.9, -0.6, 0.5], [0.3, 1.1, -0.8], [0.3, -0.3, 0.2], [0.4, 0.7, -0.8], [-0.9, 0.0, -0.1], [-0.6, 0.6, -0.5], [0.2, -0.5, -0.5], [-0.9, -0.4, -1.2], [0.8, 0.1, 0.5], [1.2, -0.6, -0.3], [-0.5, 0.3, -0.1], [-0.9, -0.4, -0.2], [1.0, 0.6, 0.1], [-0.2, -0.8, -0.7], [0.2, 0.0, 0.1], [0.3, -0.1, -0.2], [-0.2, 0.1, 0.0], [0.6, -0.7, -0.6], [-0.1, 1.0, -0.6], [0.6, -1.9, 0.6], [-2.0, -0.2, 1.2], [0.1, 1.1, -1.9], [-1.3, -0.6, -0.7], [1.0, -1.1, -0.3], [1.1, 0.7, 0.1], [-1.4, 0.3, 0.7], [-0.1, 0.5, 0.6], [0.3, -0.1, 0.0], [-0.7, -0.2, 0.0], [0.0, 0.3, 0.4], [-0.5, 0.0, -0.4], [0.7, 0.9, 0.1], [0.6, -0.8, -0.1], [0.4, 0.0, 0.3], [-0.5, 0.0, -0.2], [0.7, -0.1, 0.5], [0.5, 0.6, 0.4], [0.8, -0.1, -0.3], [-0.2, 0.4, 0.3], [0.2, 0.0, 0.1], [-0.9, 0.0, -0.2], [-0.3, 1.6, -1.1], [0.2, -1.4, -1.0], [0.9, -0.2, 1.1], [0.6, 0.9, 2.5], [0.3, -0.8, -0.7], [-0.5, -1.6, 1.2], [-2.4, 0.8, 0.1], [2.2, -0.4, -0.4], [0.1, -1.5, -0.3], [0.1, -0.1, -0.8], [-0.2, 0.4, -0.3], [0.5, -1.0, 0.9], [-0.2, 1.1, -0.5], [0.6, 0.1, 0.4], [-0.3, -0.3, -0.8], [-0.5, 0.4, -0.5], [-0.2, 0.0, -0.4], [-0.1, 0.4, 0.1], [0.1, -0.2, -0.5], [-0.3, 0.0, -0.5], [0.9, 0.2, 0.3], [-0.1, 0.8, 0.7], [-0.2, 1.3, -0.1], [-0.9, -0.1, 0.0], [-1.4, 1.8, -0.7], [2.0, -1.6, -1.4], [-0.7, 2.3, 1.3], [0.9, -1.9, -0.1], [-0.2, -0.2, 0.0], [0.9, -0.2, 0.1], [-0.1, 1.9, 0.2], [-2.8, 0.3, -0.3], [1.5, 0.1, 0.5], [-0.4, -0.8, 0.3], [0.1, -0.5, 1.1], [0.5, 0.6, 0.3], [0.3, -0.3, 0.1], [-0.3, -0.3, -0.8], [0.3, -0.2, 0.2], [-0.1, 0.4, 0.2], [-0.3, -0.5, -0.3], [-0.2, 0.8, 0.4], [0.3, -0.1, -0.6], [0.3, -1.2, -0.4], [-0.7, 0.7, 0.5], [-0.5, -0.7, 0.2], [0.2, -0.3, -0.1], [0.5, 0.1, -0.9]]
}